# 1
Here is C40H32BrErF4N3P as an isolated structure from the OMol25 dataset. Energies are from ωB97M-V with the def2-TZVPD basis set.

```
! RIJCOSX wB97M-V def2-TZVPD def2/J DEFGRID3
* xyz 2 4
C 0.738 1.595 2.826
H 1.954 1.026 -2.438
C 3.434 -1.374 0.692
F -0.526 -6.870 0.709
C -3.926 -0.054 -2.740
H -0.555 6.218 -0.981
H 3.508 -3.511 1.024
C 5.637 -0.385 0.232
H -1.663 2.834 2.833
N 3.747 1.051 0.225
H 6.268 1.233 -1.069
H 3.260 3.416 0.097
Br 0.750 -4.250 0.565
F -3.119 -7.570 0.609
C -2.064 -3.595 0.330
F -4.368 -3.115 0.143
H 0.183 1.590 3.762
C -0.023 5.354 -1.362
C -2.387 -1.141 1.709
C -1.118 -4.601 0.478
C 0.149 1.422 0.357
C -1.541 -1.157 2.825
C -0.722 1.624 -0.709
H 0.964 4.937 0.502
H -2.555 2.517 -1.350
H -3.943 -0.561 -4.824
H -3.147 3.325 0.924
C -2.785 -6.304 0.519
C -0.190 4.945 -2.677
C 2.180 1.977 -2.923
C -4.127 -0.258 3.116
C -1.393 2.498 1.838
H 0.398 3.546 -4.191
C -1.454 -5.933 0.571
C 6.211 -1.645 0.353
H 6.408 1.608 0.665
C -2.232 2.765 0.764
C -2.065 -2.091 -2.462
C -3.757 -5.334 0.373
H -5.149 0.086 3.233
C 4.252 -0.282 0.394
H 4.473 1.725 0.053
C 2.518 1.543 0.081
H -0.445 1.287 -1.702
H -1.342 -2.897 -2.359
H -1.307 -0.778 4.927
N 1.425 0.778 0.155
C -3.526 -0.784 -3.849
C -0.190 1.825 1.655
C -2.594 -1.806 -3.711
H -2.285 -2.385 -4.573
C 0.832 4.645 -0.535
P -1.640 -1.815 0.201
C 1.394 3.129 -2.347
C 1.522 3.546 -1.023
C 0.513 3.847 -3.155
C -1.972 -0.740 4.072
H -4.659 0.737 -2.846
H 7.284 -1.747 0.226
H 1.956 1.865 -3.982
F -5.026 -5.676 0.326
H -3.627 0.050 5.182
H -0.853 5.489 -3.339
C 6.501 0.813 -0.085
C 4.080 -2.617 0.793
C -3.399 -0.336 -1.485
C -3.694 -0.694 1.870
H 1.498 2.378 2.891
H -3.713 0.247 -0.632
Er 1.121 -1.292 0.741
N 2.424 2.885 -0.105
C -3.274 -0.279 4.212
H -4.389 -0.706 1.041
C -1.902 2.318 -0.509
C -2.475 -1.364 -1.341
H 3.257 2.145 -2.834
H -0.525 -1.539 2.752
C -3.389 -4.005 0.280
H 7.551 0.528 -0.102
C 5.444 -2.766 0.629
H 1.291 0.656 2.770
H 5.911 -3.741 0.717
*
```

Results
orbital gap (alpha / beta): 7.245 / 7.380 eV
<S²>: 3.75

# 2
Here is C40H32ClIN6O3RhTe as an isolated structure in a non-equilibrium geometry from the OMol25 dataset. Energies are from ωB97M-V with the def2-TZVPD basis set.

```
! RIJCOSX wB97M-V def2-TZVPD def2/J DEFGRID3
* xyz 1 1
O -2.384 -3.034 0.614
C -0.660 -4.565 -0.063
H -2.809 -0.785 -2.914
H -0.199 0.744 -6.979
H 4.545 -2.529 1.025
H -2.334 -0.135 2.288
C -2.071 -1.448 -3.361
H -4.080 -5.363 -0.120
C -5.389 0.699 0.176
C -2.840 -5.139 -3.752
H -2.499 -5.101 -4.780
C 0.480 -2.449 3.243
C 0.851 3.515 -2.641
H -3.295 -2.093 -7.815
C -1.502 3.712 -2.462
H -1.643 -0.427 -8.600
C 4.785 0.336 -1.638
C -1.656 -1.538 3.721
N 1.770 -1.723 1.438
C -3.147 1.358 0.644
C -0.188 0.446 -4.244
H -3.070 -1.441 -1.023
Te -0.155 -0.934 -2.591
H -2.420 2.037 1.072
H -4.852 2.429 1.346
C -4.663 -5.115 -2.177
C -1.494 2.553 -1.734
H -3.500 -2.590 -5.404
H 1.327 -3.085 3.453
H 0.117 -4.620 -2.896
C -1.917 -5.343 -2.727
H -5.722 -5.044 -1.975
C -3.756 -5.303 -1.150
N -2.651 0.309 -0.037
C 0.565 -1.629 2.112
H 0.156 -4.531 -0.784
O -0.717 -2.280 -0.677
H -0.241 -4.773 0.922
H -2.426 2.137 -1.396
N 2.012 1.665 -1.827
C -2.664 -1.577 -7.103
C 0.806 2.312 -1.908
C 2.143 -0.958 0.492
H 0.836 0.600 -4.583
H 4.840 1.140 -2.358
C 3.607 0.047 -0.977
H -0.022 -6.314 -2.437
H -2.300 -2.480 -3.092
C -4.189 -5.012 -3.473
H -2.443 4.200 -2.671
H -2.555 -1.459 4.314
H 6.685 -2.067 -0.173
N -0.374 1.862 -1.415
C -1.036 -0.256 -5.275
H -0.600 1.409 -3.943
C -2.778 -1.860 -5.751
H 6.831 -0.269 -1.829
Rh -0.547 0.136 -0.251
H -0.695 -3.044 4.927
C 3.523 -0.969 -0.040
C -1.528 -0.787 2.578
C -1.736 -0.640 -7.543
C -0.462 -5.534 -3.058
N -0.456 -0.818 1.766
C 2.272 0.668 -1.050
H -0.345 -5.816 -4.103
C -0.286 4.225 -2.911
O -1.565 -5.622 -0.341
I -6.099 -1.728 -1.516
N 1.438 0.024 -0.189
H -6.457 0.860 0.243
C 5.805 -1.477 -0.389
C -4.499 1.576 0.784
C 4.616 -1.747 0.283
C -3.503 -0.566 -0.569
Cl -5.311 -4.713 -4.772
C -1.350 -3.200 -0.010
H 1.825 3.827 -2.987
C -0.925 0.018 -6.634
C -4.879 -0.385 -0.515
C 5.888 -0.453 -1.332
C -1.960 -1.203 -4.838
C -2.398 -5.402 -1.417
H -0.242 5.145 -3.479
C -0.629 -2.411 4.053
*
```

Results
orbital gap: 6.450 eV

# 3
Here is C40H32HfN4O2S4 as an isolated structure from the OMol25 dataset. Energies are from ωB97M-V with the def2-TZVPD basis set.

```
! RIJCOSX wB97M-V def2-TZVPD def2/J DEFGRID3
* xyz 4 1
C -2.324 -3.292 0.477
H -2.081 -3.135 -0.567
C -2.989 -3.746 3.158
H 2.369 -2.430 -3.817
C 2.850 4.109 -1.855
C -0.741 -1.503 1.168
C 4.243 0.480 4.253
C 2.430 0.048 2.753
C 1.069 -1.830 -2.198
C -3.487 0.963 -0.979
C -0.380 -1.292 -0.264
H -2.985 -0.093 -2.817
H -4.318 1.927 0.779
H 6.855 -0.449 4.491
C 0.558 -0.697 -2.868
H -2.389 3.885 -3.840
C -5.021 0.519 -2.757
H -3.695 -4.855 0.045
C 4.812 -0.757 3.927
O -1.126 2.229 -0.607
H 2.454 -1.853 1.723
H 4.591 -2.539 2.745
N 0.553 3.630 -2.472
C -1.702 -2.508 1.483
H -6.576 2.088 -0.176
H -3.244 -3.917 4.196
H 2.610 1.840 3.954
C -0.551 -0.975 3.544
C -7.438 1.219 -2.595
Hf 0.772 1.880 -1.162
C -1.448 -1.953 3.855
N 4.156 1.621 0.307
H 3.162 -4.458 -2.667
C 4.004 4.767 -1.712
C 1.979 -4.113 -0.894
C -3.744 0.429 -2.252
H -2.050 3.163 -2.341
N -1.689 3.479 -3.233
H 5.901 -1.325 5.667
O 1.188 0.946 0.569
C 1.074 -3.300 -0.253
H 2.236 6.155 -3.912
H -7.619 2.236 -2.954
C 6.073 -1.202 4.596
C -0.189 -0.763 2.192
H -4.281 -5.261 2.417
C -0.474 4.067 -3.226
C -3.564 -4.489 2.170
C -4.514 1.553 -0.220
H 5.047 1.529 0.770
H -7.583 0.538 -3.430
S -1.981 0.913 -0.143
H -5.237 0.089 -3.726
H 4.302 5.703 -2.157
H -0.945 0.842 -2.898
C 3.903 2.684 -0.451
H -8.188 1.017 -1.832
C 1.685 4.455 -2.660
C -3.229 -4.257 0.817
C 1.519 5.426 -3.569
H 3.454 0.931 0.517
H 0.698 -3.569 0.725
C -6.059 1.127 -2.030
C 2.971 -1.195 2.410
H 4.727 1.112 4.987
C 2.017 -2.669 -2.821
S 0.925 0.631 2.124
H -1.721 -2.124 4.888
C 2.456 -3.798 -2.180
C 3.057 0.892 3.677
N 2.747 2.904 -1.119
H 0.905 -0.480 -3.873
C -5.780 1.639 -0.757
H 6.438 -2.146 4.198
C 0.587 -2.144 -0.892
C -2.046 -2.739 2.843
S 5.079 3.911 -0.672
S -0.081 5.403 -4.210
C -0.931 -0.257 -0.981
H 2.322 -5.018 -0.409
H -0.117 -0.365 4.329
C -0.427 0.094 -2.294
C 4.162 -1.576 2.990
*
```

Results
orbital gap: 5.957 eV

# 4
Here is C40H32I2N2O3P2S2W as an isolated structure in a non-equilibrium geometry from the OMol25 dataset. Energies are from ωB97M-V with the def2-TZVPD basis set.

```
! RIJCOSX wB97M-V def2-TZVPD def2/J DEFGRID3
* xyz 2 1
O 2.521 1.944 -4.798
H -2.401 0.086 3.931
C -3.611 -0.290 2.191
H -4.328 0.731 5.335
H 4.539 -1.129 2.582
H -5.068 -0.584 0.619
C -4.481 0.456 4.301
H -4.371 2.413 -1.087
H -4.633 4.065 3.570
H 1.633 -1.842 -3.573
C 1.897 2.754 -2.600
C -3.349 -3.810 -1.420
H 0.905 -6.445 -2.629
C 2.754 4.218 -4.321
C -1.348 4.904 -2.590
C -3.686 -4.843 -0.558
H -1.174 4.782 -4.723
C 1.481 1.446 -2.153
C -1.304 4.227 -3.803
C 2.174 5.109 -2.145
H -0.303 -4.352 0.940
C 0.757 -5.516 -2.097
C -3.333 2.627 0.801
H 4.920 -1.038 0.828
C -5.755 0.475 3.756
H 0.047 -6.481 -0.319
H -6.962 0.131 2.011
I 3.315 -3.104 1.289
H -4.041 -5.785 -0.955
H 1.447 -4.289 -3.719
C -1.591 2.133 -2.660
C -1.715 0.195 -0.183
C -4.896 -0.277 1.644
P -2.255 -0.894 1.199
C -1.431 2.846 -3.840
C 2.387 2.940 -3.905
P -1.806 1.988 0.131
C 1.205 -1.852 -2.574
H -1.688 1.053 -2.696
C -1.512 4.200 -1.411
H 2.290 1.092 -4.393
O 0.166 -1.993 -0.070
C -5.964 0.117 2.428
O 0.902 1.396 -0.930
C -5.596 3.328 0.401
C -5.664 3.805 1.708
H -6.571 4.277 2.060
C 0.371 -3.170 -0.710
N 1.093 -0.696 -1.999
H -3.441 -3.944 -2.489
H -3.861 -5.475 1.489
C 0.274 -5.533 -0.789
C -3.399 0.087 3.515
C -2.792 -2.432 0.467
C -1.623 2.809 -1.447
C -4.431 2.746 -0.058
C 1.795 3.856 -1.731
H -1.253 5.981 -2.564
H -2.556 2.992 2.772
C -2.897 -2.602 -0.908
N 1.597 0.339 -2.789
H -2.636 -1.794 -1.583
H 2.951 6.264 -3.785
C -4.576 3.688 2.558
H -3.089 -3.334 2.410
C -3.406 3.091 2.109
C 0.860 -3.121 -2.007
S -0.266 2.100 1.411
C 0.075 -4.359 -0.072
H 2.105 5.953 -1.474
H 3.127 4.345 -5.327
I 2.842 0.451 1.391
W 0.208 -0.129 -0.013
C -3.586 -4.672 0.820
H -6.447 3.430 -0.258
C 4.152 -1.205 1.573
C -3.148 -3.465 1.336
H -1.404 2.324 -4.787
H -1.544 4.734 -0.467
C 1.057 -4.313 -2.710
H 1.412 3.700 -0.732
S -0.573 -0.959 2.304
H -6.598 0.765 4.370
C 2.650 5.280 -3.450
*
```

Results
orbital gap: 5.802 eV

# 5
Here is C40H33CrGeN5O6S as an isolated structure in a non-equilibrium geometry from the OMol25 dataset. Energies are from ωB97M-V with the def2-TZVPD basis set.

```
! RIJCOSX wB97M-V def2-TZVPD def2/J DEFGRID3
* xyz 0 3
H 0.304 -5.755 -0.324
H -0.326 0.095 -4.218
H 2.700 -4.973 -0.015
C 2.662 2.733 -3.451
C 4.453 -2.884 0.203
H 3.147 3.622 0.274
N 0.783 -2.503 -0.356
C -2.228 3.197 0.593
C -1.069 3.314 -0.176
H 2.957 3.807 5.155
C -0.360 0.305 -6.259
H -1.136 -3.424 -0.606
C 0.855 3.836 2.499
N 0.148 -0.128 -5.086
C 1.840 2.724 -1.169
C 1.453 -0.833 -7.294
H 4.602 3.605 -3.755
C -0.487 -1.181 2.296
H 6.587 -0.283 -0.089
H -4.418 -1.280 -1.266
C -1.574 1.172 -6.229
C -3.915 -1.871 0.754
H -2.298 0.783 -5.516
O -0.500 -1.585 3.435
C 3.243 -2.245 -0.075
C 0.614 -4.724 -0.292
C 3.997 3.686 -1.697
H 2.518 0.928 2.021
C -2.432 -0.729 -0.705
C 4.474 -0.176 -0.362
H -2.020 1.232 -7.219
Ge 0.475 2.123 0.139
H -1.303 2.180 -5.905
C 1.471 4.252 3.673
C 5.645 -2.191 0.216
H -0.126 4.419 -1.754
O 2.128 -0.184 -0.505
C -2.088 5.179 -1.336
C 3.009 3.369 -0.772
H -4.057 5.741 -0.690
C -2.914 -1.851 1.726
C -1.719 -1.251 1.418
C 1.230 2.644 1.880
C 1.683 2.413 -2.522
C 0.281 -0.058 -7.409
C -3.666 -1.282 -0.488
H 0.076 4.444 2.051
C -3.228 5.058 -0.553
C 3.828 3.365 -3.037
C 1.997 -2.995 -0.167
C 2.229 1.870 2.473
H 4.446 0.878 -0.611
H -5.162 -2.820 1.834
N 1.921 -4.350 -0.123
O -0.632 0.129 -1.881
C 2.231 -1.216 -8.517
H -3.039 -2.292 2.709
N -1.476 -0.718 0.224
H 4.905 4.178 -1.368
O -5.108 -2.447 0.947
H 0.783 1.904 -2.847
H 2.246 -2.303 -8.608
C 1.264 -0.941 -4.990
H -2.286 2.425 1.356
H 2.524 2.484 -4.497
C -1.896 -0.167 -1.989
H 3.623 1.675 4.094
Cr 0.384 -0.300 -0.282
C -0.081 -3.566 -0.435
S 1.779 -1.479 -3.496
O -2.567 -0.037 -2.988
H 1.794 -0.783 -9.415
C -1.018 4.313 -1.148
C 2.848 2.283 3.644
N 1.915 -1.254 -6.138
H -0.100 0.253 -8.371
C 3.254 -0.858 -0.323
H -4.188 3.963 1.022
H 4.463 -3.946 0.421
C 2.471 3.478 4.245
H 6.566 -2.709 0.452
C -3.298 4.062 0.412
C 5.654 -0.831 -0.087
H -2.031 5.951 -2.093
O 0.506 -0.661 1.643
H 1.169 5.181 4.142
H 3.264 -0.884 -8.415
*
```

Results
orbital gap (alpha / beta): 5.998 / 7.085 eV
<S²>: 2.18

Computed values of energy (unit: eV) for the preceding records, in sequence: -164278.80357, -88002.81335, -96669.07660, -109385.38480, -157527.33069.
Computed values of energy above the lowest of the compared OMol25 structures with the same formula, charge and spin (unit: kcal per mole) for the preceding records, in sequence: 0.0, 52.4, 0.0, 25.1, 0.0.